68
Properties=species:S:1:pos:R:3:forces:R:3 method="wB97M-V/def2-TZVPD" charge=+1 orbital_gap_ha="0.25666 / 0.25679" energy_ha=-2631.348339 spin_multiplicity=5 lumo_ev="-2.39 / -2.38"
Ho 1.795 0.241 1.246 -1.41 0.09 1.65
P 0.101 1.187 -3.293 -1.84 -0.18 -0.60
P 1.110 -0.642 -1.148 -2.01 0.23 1.03
F 3.339 1.543 1.385 -0.06 0.16 -0.17
C -2.772 1.097 -2.670 -0.10 0.16 -0.97
C 3.316 -1.293 3.826 0.69 0.01 0.27
C 1.287 0.997 4.591 0.19 0.40 0.39
C 1.001 -0.138 3.676 -0.01 -0.85 -0.64
C 1.933 -1.160 3.314 -0.92 0.02 -0.37
C -0.086 2.971 -3.176 0.39 0.61 -0.22
C -1.540 0.231 3.292 -0.58 0.45 -0.07
C 1.857 -3.309 1.870 0.32 -0.61 -0.18
C -1.410 0.385 -2.599 0.33 -0.20 1.11
C -0.700 1.159 -0.147 -0.90 -0.04 -0.36
C -1.118 -2.328 1.494 -0.51 -0.37 -0.40
C 2.944 -1.088 -0.652 1.29 -0.31 -1.03
C -0.946 0.050 -1.193 1.51 -0.41 0.38
C -3.083 1.957 0.346 -0.73 0.26 -0.06
C -0.236 -0.423 3.022 0.85 -0.61 -0.26
C -1.695 2.334 -0.085 0.68 0.07 0.59
C 1.559 0.591 -2.461 0.72 0.44 0.14
C 1.289 -2.040 2.389 -0.33 0.73 0.56
C -4.010 1.318 -0.381 0.28 -0.12 0.62
C -3.806 0.547 -1.657 -0.28 0.28 -0.70
C -0.054 -1.587 2.216 0.84 0.41 0.40
C 0.161 0.750 -5.040 0.27 0.29 -0.51
C 0.777 -2.179 -2.064 0.15 -0.62 0.12
H -0.707 0.660 0.848 -0.01 0.23 -0.50
H 0.626 1.577 -5.590 0.00 -0.28 -0.02
H -1.472 -0.809 -0.752 0.05 0.47 -0.18
H 1.127 -3.860 1.270 0.08 0.09 0.04
H 0.433 3.417 -4.036 -0.04 0.01 0.28
H 4.021 -0.610 3.329 0.05 -0.12 0.14
H 2.257 0.145 -3.188 -0.28 0.17 0.19
H -3.332 2.329 1.351 -0.29 -0.07 -0.62
H 2.097 1.633 4.199 -0.17 -0.07 0.24
H -3.178 0.935 -3.680 0.02 0.13 0.17
H -0.799 -2.635 0.487 -0.08 0.03 0.23
H -1.293 3.044 0.661 -0.21 -0.14 -0.28
H -4.782 0.534 -2.171 0.35 -0.08 0.11
H -1.507 -0.561 -3.168 0.21 0.26 0.26
H 1.204 -2.135 -3.076 -0.03 -0.13 0.27
H 0.356 3.377 -2.256 -0.13 -0.19 -0.21
H 1.228 -3.026 -1.522 -0.13 0.22 -0.34
H -1.406 -3.250 2.027 0.07 0.30 -0.10
H -2.655 2.180 -2.577 -0.27 -0.21 0.13
H -1.438 1.017 4.045 -0.09 -0.14 -0.06
H -1.965 0.705 2.399 -0.09 -0.08 0.14
H 3.441 -0.529 0.185 0.39 -0.62 -0.91
H 3.692 -2.313 3.704 -0.03 0.13 -0.07
H 1.600 0.636 5.581 -0.04 0.14 -0.21
H 0.749 -0.161 -5.210 -0.21 0.21 0.13
H 3.359 -1.067 4.897 0.02 0.03 -0.13
H 0.398 1.621 4.729 0.24 -0.04 0.03
H 0.306 1.657 -0.243 -0.10 -0.26 -0.35
H 2.748 -3.155 1.249 -0.09 -0.15 0.15
H -2.295 -0.486 3.649 0.28 0.16 -0.04
H 3.527 -0.819 -1.540 0.45 -0.22 0.38
H 3.042 -2.163 -0.470 0.14 0.27 0.03
H -3.576 -0.510 -1.428 -0.12 0.39 -0.01
H -2.024 -1.721 1.377 0.15 -0.11 0.03
H -1.138 3.281 -3.232 0.32 -0.25 -0.02
H -0.850 0.604 -5.443 0.20 0.05 0.22
H -1.694 2.885 -1.032 -0.06 -0.17 0.24
H 2.161 -3.973 2.691 -0.08 0.12 -0.15
H 2.071 1.457 -2.002 -0.11 -0.36 -0.22
H -5.046 1.274 -0.018 0.58 -0.14 0.21
H -0.302 -2.359 -2.143 0.27 0.12 0.03